# C3H9NS

A cluster of 2 separate species, C3H9NS in total at a distorted geometry (wB97M-V/def2-TZVPD, the Open Molecules 2025 dataset).

The SMILES is C=NC.CS. For the highest occupied orbital energy, the calculation gives -8.14 eV.

```
14
C3H9NS | the Open Molecules 2025 dataset | wB97M-V/def2-TZVPD
C 1.211 1.285 -1.495
N 0.229 0.476 -1.084
C -1.020 1.201 -1.240
H 0.934 2.302 -1.597
H 2.238 0.882 -1.619
H -1.779 0.425 -1.256
H -1.066 1.750 -2.176
H -1.283 1.869 -0.422
C -0.015 -2.054 2.171
S 0.980 -0.617 1.512
H 0.563 -2.989 2.033
H -0.180 -1.923 3.266
H -1.008 -2.148 1.724
H 0.195 -0.460 0.182
```


# C3H9NS

A cluster of 2 separate species, C3H9NS in total at a distorted geometry (wB97M-V/def2-TZVPD, the Open Molecules 2025 dataset).

For the highest occupied orbital energy, the calculation gives -7.94 eV.

```
14
C3H9NS | the Open Molecules 2025 dataset | wB97M-V/def2-TZVPD
C -1.454 -1.407 -1.503
C -0.914 1.054 -0.728
C 1.111 -0.366 1.256
N 1.628 0.795 0.556
S -1.480 0.183 -1.898
H -1.187 -1.741 -0.455
H -1.925 -2.072 -2.144
H -0.698 2.122 -0.952
H -0.906 0.789 0.351
H 0.725 1.171 -0.125
H 1.884 -0.788 1.887
H 0.327 -0.011 1.878
H 0.782 -1.192 0.672
H 2.109 1.462 1.206
```


# C3H9NS

A cluster of 2 separate species, C3H9NS in total (wB97M-V/def2-TZVPD, the Open Molecules 2025 dataset).

The SMILES is C=N.CSC. For the highest occupied orbital energy, the calculation gives -8.32 eV.

```
14
C3H9NS | the Open Molecules 2025 dataset | wB97M-V/def2-TZVPD
C 0.130 1.147 2.448
N 0.550 1.819 1.468
H 0.592 0.196 2.696
H -0.703 1.472 3.079
H 0.030 2.691 1.373
C -1.309 -0.280 -1.518
S -0.366 -1.773 -1.835
C 1.158 -1.370 -0.959
H -0.918 0.568 -2.077
H -2.321 -0.521 -1.831
H -1.277 -0.012 -0.464
H 1.626 -0.480 -1.385
H 1.864 -2.196 -1.098
H 0.946 -1.261 0.102
```


# C3H9NS

The molecule C3H9NS at a distorted geometry (wB97M-V/def2-TZVPD, the Open Molecules 2025 dataset).

The SMILES is C[C@H](N)CS. For the highest occupied orbital energy, the calculation gives -8.94 eV.

```
14
C3H9NS | the Open Molecules 2025 dataset | wB97M-V/def2-TZVPD
C 0.486 -1.459 -0.450
C -0.125 -0.227 0.351
N -1.559 -0.077 -0.050
C 0.730 1.005 0.038
S 0.596 2.232 1.395
H 1.529 -1.202 -0.630
H 0.389 -2.445 -0.016
H 0.059 -1.347 -1.449
H -0.204 -0.322 1.430
H -1.633 -0.331 -1.029
H -2.034 -0.826 0.446
H 0.533 1.473 -0.929
H 1.774 0.720 -0.082
H -0.540 2.807 0.975
```


# C3H9NS

The molecule C3H9NS at a distorted geometry (wB97M-V/def2-TZVPD, the Open Molecules 2025 dataset).

The SMILES is CSCCN. For the highest occupied orbital energy, the calculation gives -8.60 eV.

```
14
C3H9NS | the Open Molecules 2025 dataset | wB97M-V/def2-TZVPD
C -2.374 0.420 0.120
S -1.049 -0.142 -0.944
C 0.200 -0.784 0.236
C 1.604 -0.477 -0.393
N 2.033 0.919 -0.376
H -2.781 -0.387 0.731
H -2.069 1.213 0.795
H -3.208 0.869 -0.487
H 0.021 -0.373 1.201
H 0.156 -1.875 0.355
H 2.322 -1.080 0.070
H 1.462 -0.885 -1.405
H 2.453 1.067 0.526
H 1.229 1.515 -0.428
```


# C3H9NS

A cluster of 2 separate species, C3H9NS in total at a distorted geometry (wB97M-V/def2-TZVPD, the Open Molecules 2025 dataset).

The SMILES is C=N.CSC. For the highest occupied orbital energy, the calculation gives -8.44 eV.

```
14
C3H9NS | the Open Molecules 2025 dataset | wB97M-V/def2-TZVPD
C 1.485 -1.770 0.998
N 2.315 -1.417 0.023
H 1.410 -1.034 1.858
H 0.951 -2.716 0.972
H 2.139 -1.968 -0.857
C -0.068 1.872 -0.905
S -1.395 0.722 -1.423
C -1.712 0.083 0.180
H 0.588 1.430 -0.177
H -0.537 2.746 -0.414
H 0.207 2.140 -1.872
H -0.666 -0.144 0.654
H -2.250 0.789 0.902
H -2.467 -0.733 0.062
```


# C3H9NS

The molecule C3H9NS at a distorted geometry (wB97M-V/def2-TZVPD, the Open Molecules 2025 dataset).

For the highest occupied orbital energy, the calculation gives -7.12 eV.

```
14
C3H9NS | the Open Molecules 2025 dataset | wB97M-V/def2-TZVPD
C -2.175 0.176 0.256
C 1.039 1.213 -0.010
C 1.403 -1.437 -0.168
N -1.239 -0.722 -0.091
S 0.425 -0.306 0.825
H -3.175 0.049 -0.270
H -2.015 1.261 -0.036
H -2.351 0.279 1.315
H 0.472 2.077 0.208
H 0.865 1.033 -1.001
H 2.086 1.373 0.204
H 2.558 -1.510 -0.097
H 1.144 -1.124 -1.124
H 0.963 -2.361 -0.010
```


# C3H9NS2

A cluster of 2 separate species, C3H9NS2 in total at a distorted geometry (wB97M-V/def2-TZVPD, the Open Molecules 2025 dataset).

The charge is -1. The multiplicity is 2. For the highest occupied orbital energy (spin up / spin down), the calculation gives -0.44 / -2.90 eV.

```
15
C3H9NS2 | the Open Molecules 2025 dataset | wB97M-V/def2-TZVPD
C 0.871 1.349 -1.599
S 1.662 0.745 -0.030
S 0.023 1.545 1.356
H 1.598 2.010 -2.042
H 0.689 0.448 -2.178
H 0.025 1.936 -1.257
H -0.022 0.530 2.226
C -0.323 -2.343 0.077
C -1.276 -1.862 -0.712
N -2.664 -1.925 -0.485
H -0.645 -3.016 0.865
H 0.682 -2.036 -0.187
H -1.033 -1.557 -1.723
H -2.882 -2.302 0.421
H -3.147 -1.049 -0.641
```


The records above yield ΔE to the lowest compared entry with this formula, charge and spin values of 55.8, 95.9, 24.9, 11.9, 10.3, 46.3, 90.9, 35.1 kcal per mole, respectively.